w | Here is an isolated ion of composition C6H13NO and charge +1 from OMol25. Energies are from ωB97M-V/def2-TZVPD.

- Lowest unoccupied orbital energy (spin up / spin down): -3.2 / -8.2 eV
- Gap between HOMO and LUMO (spin up / spin down): 10.124 / 5.117 eV
- Net charge: +1
- Spin multiplicity: 2

Last column: Mulliken spin population.
Cartesian coordinates (Å):
O (-0.989, 2.790, 2.484)  -0.0001
C (-0.916, 2.089, 1.478)  0.0018
C (-1.490, 0.689, 1.369)  -0.0011
C (-0.361, -0.363, 1.634)  0.0253
C (0.624, -0.214, 0.521)  0.0883
C (0.096, 0.391, -0.969)  0.0392
N (0.997, -0.288, -1.986)  0.7634
C (0.869, -1.690, -2.305)  0.0129
H (-0.468, 2.569, 0.530)  -0.0004
H (-2.164, 0.364, 0.547)  -0.0005
H (-2.078, 0.651, 2.241)  0.0002
H (0.217, -0.104, 2.599)  0.0146
H (-0.622, -1.316, 1.976)  -0.0021
H (1.307, -1.205, 0.529)  -0.0037
H (1.301, 0.551, 0.831)  0.0044
H (-0.947, 0.048, -1.238)  -0.0003
H (0.188, 1.458, -1.053)  -0.0024
H (1.991, -0.192, -1.834)  -0.0194
H (0.743, -2.455, -1.476)  0.0513
H (0.013, -1.893, -2.890)  0.0271
H (1.688, -1.880, -2.989)  0.0017

=====

x | Here is a 2-piece molecular cluster, C6H13NO overall from OMol25. Energies are from ωB97M-V/def2-TZVPD.

- Lowest unoccupied orbital energy (spin up / spin down): -3.7 / -6.4 eV
- Gap between HOMO and LUMO (spin up / spin down): 9.185 / 7.679 eV
- Net charge: +1
- Spin multiplicity: 2

Last column: Mulliken spin population.
Cartesian coordinates (Å):
C (0.133, 1.134, -0.094)  0.0156
N (-0.768, 0.838, -2.904)  0.2060
C (-0.759, -0.188, -2.084)  0.1414
C (-0.195, -0.144, -0.807)  0.2658
C (0.259, -1.367, -0.242)  0.0009
C (1.204, -1.456, 0.729)  0.2826
C (1.544, -2.684, 1.509)  0.0033
H (-0.334, 2.034, -0.489)  0.0016
H (1.183, 1.365, -0.176)  0.0195
H (-0.131, 0.992, 0.949)  -0.0023
H (-0.087, 1.537, -2.758)  -0.0026
H (-1.181, 0.701, -3.814)  -0.0135
H (-1.067, -1.167, -2.437)  0.0085
H (-0.238, -2.289, -0.536)  0.0077
H (1.754, -0.565, 1.001)  0.0177
H (2.571, -2.579, 1.847)  0.0052
H (1.388, -3.547, 0.874)  0.0082
H (0.902, -2.763, 2.389)  0.0344
H (-2.802, 3.737, 2.426)  0.0000
H (-1.479, 2.801, 2.443)  -0.0001
O (-1.897, 3.608, 2.176)  0.0001

=====

Short version: x is the most stable of them.

=====

w | Here is one molecule with the formula C2H3FO2S from OMol25. Energies are from ωB97M-V/def2-TZVPD.

- SMILES string: CC(=O)OSF
- Lowest unoccupied orbital energy: 0.0 eV
- Gap between HOMO and LUMO: 9.628 eV

Last column: Löwdin charge in e.
Cartesian coordinates (Å):
C (1.573, 0.600, 0.257)  -0.5666
C (0.202, 0.022, 0.027)  0.0157
O (2.468, -0.433, 0.100)  -0.4200
O (1.797, 1.750, 0.480)  0.1328
F (4.678, 0.266, -0.963)  -0.4458
S (4.107, -0.597, 0.327)  1.0119
H (-0.105, 0.269, -0.989)  0.0965
H (-0.499, 0.489, 0.715)  0.0923
H (0.204, -1.056, 0.150)  0.0833

=====

x | Here is a 2-piece molecular cluster, C2H3FO2S overall from OMol25. Energies are from ωB97M-V/def2-TZVPD.

- Lowest unoccupied orbital energy: -1.3 eV
- Gap between HOMO and LUMO: 8.619 eV

Last column: Löwdin charge in e.
Cartesian coordinates (Å):
C (-1.130, -0.432, 0.382)  0.0151
C (-1.426, 0.621, -0.324)  -0.2574
O (2.588, 0.873, -0.097)  -0.4355
O (2.118, -1.454, -0.065)  -0.4286
F (-2.339, 1.545, 0.024)  -0.0041
S (3.085, -0.472, 0.116)  0.8696
H (-0.302, -1.110, -0.055)  0.0781
H (-1.659, -0.500, 1.283)  0.0467
H (-0.934, 0.930, -1.264)  0.1160

=====

Short version: w is the most stable of them.

=====

w | Here is a 2-piece molecular cluster, F2H4N2P overall from OMol25. Energies are from ωB97M-V/def2-TZVPD.

- Lowest unoccupied orbital energy (spin up / spin down): -8.6 / -6.3 eV
- Gap between HOMO and LUMO (spin up / spin down): 7.797 / 9.704 eV
- Net charge: +1

Last column: Löwdin charge in e.
Cartesian coordinates (Å):
N (-1.255, -1.992, 0.491)  0.1471
N (0.159, 1.864, -0.222)  -0.0108
F (1.067, -0.130, -1.449)  -0.1242
F (1.755, 0.244, 0.837)  -0.1164
P (0.468, 0.274, -0.055)  0.8759
H (-1.220, -2.456, -0.417)  0.0096
H (-0.681, -2.479, 1.181)  0.0105
H (-0.464, 2.200, -0.954)  0.1058
H (0.171, 2.474, 0.588)  0.1026

=====

x | Here is an isolated ion of composition F2H4N2P and charge +1 from OMol25. Energies are from ωB97M-V/def2-TZVPD.

- SMILES string: NP(=[NH2+])(F)F
- Lowest unoccupied orbital energy: -4.5 eV
- Gap between HOMO and LUMO: 12.933 eV
- Net charge: +1

Last column: Löwdin charge in e.
Cartesian coordinates (Å):
N (0.712, 0.839, 1.089)  -0.0200
N (-0.632, -0.105, -1.377)  -0.0009
F (-1.157, -0.932, 1.050)  -0.1572
F (1.015, -1.516, -0.060)  -0.0823
P (0.052, -0.249, 0.078)  0.7155
H (1.091, 1.741, 0.822)  0.0975
H (0.743, 0.447, 2.143)  0.1904
H (-1.618, 0.331, -1.601)  0.1839
H (-0.205, -0.556, -2.142)  0.0730

=====

Short version: x is the most stable of them.

=====

w | Here is a 2-piece molecular cluster, C2H8N5 overall from OMol25. Energies are from ωB97M-V/def2-TZVPD.

- Lowest unoccupied orbital energy (spin up / spin down): -5.6 / -5.6 eV
- Gap between HOMO and LUMO (spin up / spin down): 8.739 / 8.736 eV
- Net charge: +1

Last column: Löwdin charge in e.
Cartesian coordinates (Å):
C (0.309, -1.109, -0.286)  -0.4786
C (1.005, 1.215, -0.774)  -0.1530
N (1.053, -0.082, -0.669)  0.1503
N (-1.046, -0.944, -0.449)  0.1646
N (0.815, -2.324, -0.061)  0.2008
N (0.625, 2.040, 0.203)  0.1614
N (-1.404, 0.570, 0.870)  0.1703
H (1.479, 1.614, -1.641)  0.1381
H (-1.776, -1.600, -0.004)  0.1376
H (1.813, -2.404, 0.133)  0.1445
H (0.193, -3.119, -0.113)  0.1303
H (0.816, 3.058, 0.371)  0.1697
H (0.035, 1.607, 0.823)  0.0011
H (-2.129, 0.293, 1.420)  0.0108
H (-1.788, 1.186, 0.178)  0.0521

=====

x | Here is an isolated ion of composition C2H8N5 and charge +1 from OMol25. Energies are from ωB97M-V/def2-TZVPD.

- SMILES string: NN1N=NC[C@H]1[NH3+]
- Lowest unoccupied orbital energy: -3.6 eV
- Gap between HOMO and LUMO: 10.024 eV
- Net charge: +1

Last column: Löwdin charge in e.
Cartesian coordinates (Å):
C (-1.561, 1.325, -0.137)  -0.0246
C (-0.140, 0.264, -0.529)  -0.1491
N (-2.462, 0.340, 0.240)  0.0025
N (-2.050, -0.808, 0.300)  0.0463
N (-0.838, -1.007, -0.278)  -0.1560
N (0.982, 0.299, 0.403)  0.2168
N (0.205, -2.000, 0.017)  0.1044
H (-1.357, 1.837, 0.712)  0.0743
H (-1.961, 1.923, -0.861)  0.0900
H (0.086, 0.490, -1.508)  0.1167
H (0.633, 0.630, 1.301)  0.1773
H (1.180, -0.669, 0.457)  0.0782
H (0.463, -2.408, -0.855)  0.1098
H (-0.245, -2.651, 0.630)  0.1118
H (1.772, 0.874, 0.043)  0.2017

=====

Short version: w is the most stable of them.

=====

w | Here is one molecule with the formula C7H7NO3 from OMol25. Energies are from ωB97M-V/def2-TZVPD.

- SMILES string: O=[N+]([O-])OCc1ccccc1
- Lowest unoccupied orbital energy: -0.4 eV
- Gap between HOMO and LUMO: 9.127 eV

Last column: Löwdin charge in e.
Cartesian coordinates (Å):
N (-0.100, -0.506, 1.288)  -0.3002
O (-1.196, -0.028, 1.358)  0.1463
O (1.035, -0.082, 1.357)  0.1319
C (-0.331, -7.385, 0.755)  -0.0893
C (-1.463, -6.595, 0.687)  -0.0917
C (-1.425, -5.192, 0.584)  -0.0344
C (-0.204, -4.500, 0.560)  -0.1977
C (0.947, -5.293, 0.586)  -0.0380
C (0.871, -6.694, 0.688)  -0.0877
C (-0.151, -2.981, 0.322)  -0.1624
O (-0.142, -2.121, 1.486)  -0.0527
H (-0.376, -8.471, 0.824)  0.1084
H (-2.428, -7.093, 0.660)  0.1007
H (-2.362, -4.663, 0.371)  0.1175
H (1.932, -4.848, 0.374)  0.1192
H (1.788, -7.275, 0.664)  0.0998
H (0.740, -2.822, -0.287)  0.1140
H (-0.994, -2.771, -0.342)  0.1163

=====

x | Here is one molecule with the formula C7H7NO3 from OMol25. Energies are from ωB97M-V/def2-TZVPD.

- SMILES string: Cc1ccc(C(=O)O)c(O)n1
- Lowest unoccupied orbital energy: 0.2 eV
- Gap between HOMO and LUMO: 9.752 eV

Last column: Löwdin charge in e.
Cartesian coordinates (Å):
C (-2.918, 0.040, 0.151)  -0.0262
C (-1.424, -0.047, -0.013)  -0.3255
C (-0.889, -1.298, -0.131)  -0.0455
C (0.459, -1.448, -0.151)  0.0286
C (1.275, -0.283, -0.061)  -0.0198
C (2.775, -0.388, 0.071)  -0.4743
C (0.590, 0.977, -0.013)  -0.3176
H (-3.238, -0.257, 1.168)  0.0979
H (-3.377, -0.642, -0.539)  0.0706
H (-3.272, 1.032, -0.042)  0.0693
H (-1.589, -2.146, -0.155)  0.1294
H (0.991, -2.366, -0.338)  0.1264
H (2.666, 1.469, -0.183)  0.0680
H (0.605, 2.832, 0.058)  0.1658
N (-0.704, 1.056, 0.052)  0.1779
O (3.389, 0.792, -0.016)  0.1178
O (3.374, -1.450, 0.208)  0.0857
O (1.288, 2.128, -0.065)  0.0715

=====

Short version: x is the most stable of them.

=====

w | Here is one molecule with the formula FH3OP2 from OMol25. Energies are from ωB97M-V/def2-TZVPD.

- SMILES string: OP=[PH2]F
- Lowest unoccupied orbital energy: -0.9 eV
- Gap between HOMO and LUMO: 6.845 eV

Last column: Löwdin charge in e.
Cartesian coordinates (Å):
O (0.472, -1.318, 1.746)  -0.5463
F (0.292, 1.857, -1.205)  -0.4467
P (1.100, 0.033, 1.092)  0.5068
P (-0.021, 0.189, -0.816)  0.5797
H (-0.411, -1.009, 2.030)  0.0135
H (-0.097, -0.026, -2.350)  -0.0128
H (-1.335, 0.275, -0.497)  -0.0942

=====

x | Here is a 2-piece molecular cluster, FH3OP2 overall from OMol25. Energies are from ωB97M-V/def2-TZVPD.

- Lowest unoccupied orbital energy: -0.6 eV
- Gap between HOMO and LUMO: 8.291 eV

Last column: Löwdin charge in e.
Cartesian coordinates (Å):
O (-0.187, -1.246, -0.343)  -0.5973
F (-2.433, 2.247, 0.151)  -0.5264
P (-1.226, -0.369, 0.545)  0.5055
P (-1.162, 1.409, -0.493)  0.5069
H (0.602, -1.108, -0.914)  0.0403
H (2.305, -0.664, 0.795)  0.0506
H (2.100, -0.268, 0.259)  0.0205

=====

Short version: x is the most stable of them.

=====

w | Here is one molecule with the formula C4H6ClN from OMol25. Energies are from ωB97M-V/def2-TZVPD.

- Lowest unoccupied orbital energy (spin up / spin down): -0.2 / -0.1 eV
- Gap between HOMO and LUMO (spin up / spin down): 8.035 / 7.832 eV

Last column: Löwdin charge in e.
Cartesian coordinates (Å):
C (-0.044, 0.839, 2.171)  -0.0061
C (-1.602, 0.237, 0.082)  -0.5505
C (-0.373, -0.486, 0.271)  -0.4490
C (0.435, -0.291, -1.060)  -0.0767
N (0.463, 0.180, 1.316)  -0.0047
Cl (-2.641, -0.157, -1.196)  0.6707
H (0.524, 1.361, 3.029)  0.0746
H (-2.154, 0.829, 0.784)  0.0424
H (-0.283, -1.514, 0.504)  0.1259
H (-0.240, -0.582, -1.794)  -0.0004
H (1.359, -1.002, -1.148)  0.1210
H (0.677, 0.703, -1.221)  0.0527

=====

x | Here is a 2-piece molecular cluster, C4H6ClN overall from OMol25. Energies are from ωB97M-V/def2-TZVPD.

- SMILES string: C=C(C)C#N.Cl
- Lowest unoccupied orbital energy: -0.2 eV
- Gap between HOMO and LUMO: 10.355 eV

Last column: Löwdin charge in e.
Cartesian coordinates (Å):
C (0.737, 0.001, -0.020)  -0.1741
C (-0.673, 0.043, -0.131)  -0.2964
C (-1.367, 1.215, -0.355)  0.1113
C (-1.367, -1.364, 0.129)  -0.0408
N (1.873, 0.026, 0.053)  0.1696
Cl (4.919, 0.872, -0.025)  0.1219
H (-2.361, 1.381, -0.318)  0.0267
H (3.555, 0.663, 0.209)  -0.2491
H (-0.896, 2.192, -0.395)  0.0773
H (-1.171, -1.626, 1.267)  0.1206
H (-0.855, -2.182, -0.469)  0.0987
H (-2.394, -1.220, 0.054)  0.0341

=====

Short version: x is the most stable of them.

=====

w | Here is a 2-piece molecular cluster, C2H4IN overall from OMol25. Energies are from ωB97M-V/def2-TZVPD.

- Lowest unoccupied orbital energy (spin up / spin down): -4.3 / -4.4 eV
- Gap between HOMO and LUMO (spin up / spin down): 3.157 / 3.079 eV

Last column: Löwdin charge in e.
Cartesian coordinates (Å):
C (-0.601, 0.257, 0.141)  -0.3113
C (0.764, 0.112, -0.146)  0.1706
N (-1.537, -0.106, -0.651)  0.1341
I (-5.212, 1.059, -0.547)  -0.2336
H (-0.987, 0.674, 1.006)  0.0838
H (1.061, -0.150, -1.154)  0.0790
H (1.391, 0.034, 0.627)  0.0180
H (-1.130, -0.648, -1.415)  0.0594

=====

x | Here is a 2-piece molecular cluster, C2H4IN overall from OMol25. Energies are from ωB97M-V/def2-TZVPD.

- Lowest unoccupied orbital energy (spin up / spin down): -0.2 / -0.4 eV
- Gap between HOMO and LUMO (spin up / spin down): 8.269 / 8.807 eV

Last column: Löwdin charge in e.
Cartesian coordinates (Å):
C (1.076, 1.251, 0.020)  -0.2779
C (-1.039, -1.506, -0.057)  -0.5478
N (1.690, 0.267, -0.310)  0.0951
I (-2.081, 0.248, 0.032)  0.8596
H (1.759, 2.002, 0.542)  0.0933
H (0.030, 1.462, -0.055)  -0.1139
H (-0.290, -1.407, -0.805)  -0.0740
H (-1.145, -2.317, 0.632)  -0.0344

=====

y | Here is a 2-piece molecular cluster, C2H4IN overall from OMol25. Energies are from ωB97M-V/def2-TZVPD.

- Lowest unoccupied orbital energy: -1.8 eV
- Gap between HOMO and LUMO: 5.699 eV

Last column: Löwdin charge in e.
Cartesian coordinates (Å):
C (0.275, -0.580, 0.192)  -0.0673
C (0.599, 0.814, 0.046)  -0.0467
N (0.467, -1.759, 0.111)  0.2780
I (-3.135, 0.523, -0.045)  -0.5207
H (0.215, 1.346, 0.783)  0.0368
H (0.102, 1.184, -0.816)  0.0839
H (1.625, 0.953, -0.002)  0.0915
H (-0.146, -2.483, -0.269)  0.1445

=====

Short version: y is the most stable of them.